Record 1
Below is a structure of composition C23H41ClN4O2Pd at a distorted geometry, with properties calculated with ωB97M-V with the def2-TZVPD basis set.

XYZ file:
```
72
Properties=species:S:1:pos:R:3:mulliken_charge:R:1
Pd -0.063 0.135 -1.219 -0.4885
Cl 0.187 -0.174 -3.640 -0.8047
C 0.047 0.856 2.810 -0.3482
C -0.032 0.868 0.578 -0.0660
N 0.565 0.320 1.659 -0.2666
H -1.440 2.466 3.039 0.3983
N -0.820 1.842 1.064 0.3073
H 0.337 0.536 3.792 -0.1184
C 1.540 -0.768 1.578 6.5746
C 2.177 -0.952 2.937 -4.2531
C 0.829 -2.041 1.144 -2.1872
H 1.462 -1.316 3.684 0.4206
H 2.961 -1.715 2.869 0.5535
H 2.653 -0.034 3.304 0.5650
H 3.353 -1.171 0.520 0.4536
H 3.092 0.547 0.864 0.7203
H 0.478 -1.951 0.103 -0.1033
C 2.597 -0.381 0.566 -3.2527
H -0.024 -2.246 1.809 0.3673
H 1.543 -2.875 1.177 0.3904
H 2.183 -0.254 -0.445 0.0024
C -0.828 1.810 2.441 -0.5307
C -3.114 2.325 0.449 -1.6696
H -3.454 2.419 1.488 0.3507
H -3.751 2.956 -0.184 0.4836
C -1.671 2.784 0.307 3.1820
H -1.874 3.496 -1.681 0.5169
C -1.515 4.159 0.932 -2.4727
H -0.466 4.469 0.939 0.4607
H -3.226 1.280 0.140 0.0627
H -1.355 1.810 -1.614 0.4725
H -1.904 4.199 1.954 0.4349
H -2.081 4.883 0.339 0.3937
C -1.231 2.799 -1.135 -2.3695
H -0.195 3.129 -1.216 0.3001
C 0.343 -2.140 -6.957 -0.4819
N 0.587 -2.004 -5.602 -0.5293
H -0.679 -0.761 -8.328 -0.3945
N -0.508 -0.234 -6.253 -1.2101
H 0.718 -2.981 -7.517 0.1207
C 1.320 -3.043 -4.806 3.4220
C 1.702 -4.195 -5.723 -2.8987
C 2.585 -2.445 -4.230 -1.8747
H 2.415 -3.890 -6.502 0.5087
H 2.215 -4.955 -5.118 0.4057
H 0.834 -4.690 -6.186 0.4739
H 0.974 -4.339 -3.144 0.4357
H -0.464 -4.052 -4.141 0.3334
H 2.366 -1.594 -3.582 0.1084
C 0.420 -3.571 -3.702 -1.5969
H 3.263 -2.153 -5.039 0.3920
H 3.082 -3.224 -3.641 0.4548
H 0.120 -2.772 -3.013 0.0906
C -0.329 -1.052 -7.355 0.0457
C -0.068 2.200 -6.089 -3.1666
H 0.713 2.154 -6.859 0.5002
H -0.544 3.189 -6.143 0.5335
C -1.126 1.142 -6.353 7.0075
H -2.772 2.238 -5.552 0.4587
C -1.682 1.336 -7.756 -4.3126
H -2.446 0.593 -8.028 0.5242
H 0.373 2.077 -5.094 0.0463
H -1.912 1.276 -4.335 -0.2540
H -0.900 1.362 -8.528 0.5839
H -2.172 2.319 -7.801 0.4305
C -2.273 1.276 -5.368 -2.1020
H -3.005 0.474 -5.518 0.3533
C 0.029 -0.856 -5.188 1.9120
O -2.431 -0.826 0.729 -0.5069
C -2.553 -1.344 -0.406 -0.3359
O -1.890 -1.067 -1.487 -0.3141
H -3.301 -2.161 -0.504 0.3569
```

HOMO energy (spin up / spin down)   2.327 / -3.705 eV
Charge   -2
Spin multiplicity   5
Energy above the lowest of the compared OMol25 structures with the same formula, charge and spin   11.77 kcal/mol


Record 2
Below is the molecule C15H10N2O at a distorted geometry, with properties calculated with ωB97M-V with the def2-TZVPD basis set.

XYZ file:
```
28
Properties=species:S:1:pos:R:3:nbo_charge:R:1
N 1.740 1.648 2.569 -0.3739
O -0.287 -3.247 0.331 -0.5191
C 1.250 1.332 1.542 0.4278
C -0.174 -2.040 0.367 0.5502
C 2.787 -1.687 -2.007 -0.2253
C 3.119 -0.305 -1.935 -0.1532
C -2.600 2.496 0.131 -0.1943
C -3.470 1.482 0.442 -0.2080
C 1.700 -2.242 -1.416 -0.1327
C 2.458 0.435 -0.952 -0.2087
C -1.202 2.349 0.122 -0.1992
C -2.930 0.254 0.789 -0.1886
C 0.970 -1.454 -0.394 -0.1614
C 1.357 -0.095 -0.324 0.1861
C -0.668 1.052 0.414 0.1525
C -1.544 -0.040 0.883 -0.0163
N 0.713 0.942 0.437 -0.5177
C -0.975 -1.371 1.442 -0.5332
H 3.451 -2.278 -2.637 0.2158
H 3.966 -0.042 -2.476 0.2172
H -2.856 3.553 -0.007 0.2153
H -4.465 1.648 0.433 0.2157
H 1.408 -3.267 -1.701 0.2447
H 2.723 1.468 -0.863 0.2290
H -0.592 3.215 -0.032 0.2274
H -3.577 -0.611 0.750 0.2118
H -1.799 -2.113 1.586 0.2611
H -0.503 -1.082 2.506 0.2770
```

HOMO energy   -9.230 eV
Charge   0
SMILES   N#CN1c2ccccc2CC(=O)c2ccccc21


Record 3
Below is a structure of composition CHO3Rb at a distorted geometry, with properties calculated with ωB97M-V with the def2-TZVPD basis set.

XYZ file:
```
6
Properties=species:S:1:pos:R:3:mulliken_charge:R:1
Rb 1.339 2.564 1.734 0.9766
O -0.583 -1.477 -0.701 -0.4587
C -0.434 -0.170 -0.308 0.6673
O -1.270 0.700 -0.639 -0.6836
O 0.637 0.116 0.309 -0.7938
H 0.312 -1.734 -0.396 0.2923
```

HOMO energy   -7.636 eV
Charge   0
Energy above the lowest of the compared OMol25 structures with the same formula, charge and spin   11.64 kcal/mol


Record 4
Below is a structure of composition C37H31F5N4OP2S2TeTi at a distorted geometry, with properties calculated with ωB97M-V with the def2-TZVPD basis set.

XYZ file:
```
84
Properties=species:S:1:pos:R:3:mulliken_charge:R:1
Ti 0.402 0.558 0.938 1.5960
C 2.767 1.194 -1.669 -0.8110
P 3.462 -0.403 -1.023 0.4785
C 5.272 -0.138 -1.157 0.1149
C 6.118 -1.252 -1.121 -0.2696
C 7.494 -1.108 -1.158 -0.5865
C 8.059 0.162 -1.208 -0.3815
C 7.233 1.274 -1.215 -0.6625
C 5.850 1.129 -1.191 -0.3052
C 3.139 -1.458 -2.494 0.0676
C 1.921 -2.138 -2.505 -0.3048
C 1.545 -2.899 -3.602 -0.5327
C 2.384 -2.998 -4.702 -0.4805
C 3.597 -2.322 -4.704 -0.6437
C 3.968 -1.552 -3.609 -0.1962
C 1.328 1.018 -2.022 -0.5443
C 0.834 0.913 -3.300 -1.2117
C -0.550 0.622 -3.188 -1.1227
C -0.842 0.564 -1.845 0.4241
C -2.185 0.484 -1.211 -1.9738
P -2.716 -1.006 -0.024 3.0679
C -3.419 -2.448 1.133 0.0644
C -3.625 -2.291 2.504 -0.4552
C -3.943 -3.365 3.326 -0.6842
C -4.062 -4.642 2.798 -0.5299
C -3.848 -4.827 1.439 -0.7656
C -3.532 -3.746 0.628 -0.7182
C -3.567 -1.774 -1.487 -0.7902
C -4.944 -1.941 -1.570 -0.0364
C -5.513 -2.492 -2.712 -0.7582
C -4.711 -2.906 -3.766 -0.6054
C -3.332 -2.751 -3.681 -0.6761
C -2.765 -2.178 -2.553 0.1570
N 0.307 0.800 -1.113 1.2133
H 3.308 1.477 -2.576 0.8017
H 2.916 1.965 -0.910 0.6653
H 5.684 -2.245 -1.073 0.3829
H 8.129 -1.986 -1.140 0.3629
H 9.136 0.280 -1.227 0.3523
H 7.662 2.269 -1.228 0.3796
H 5.225 2.010 -1.164 0.2116
H 1.248 -2.050 -1.658 0.2705
H 0.588 -3.409 -3.594 0.4394
H 2.092 -3.594 -5.559 0.3546
H 4.253 -2.386 -5.564 0.3743
H 4.910 -1.018 -3.628 0.3444
H 1.421 1.007 -4.202 0.4284
H -1.272 0.520 -3.986 0.4888
H -2.931 0.484 -2.010 0.4013
H -2.340 1.410 -0.660 0.9595
H -3.494 -1.322 2.967 0.3757
H -4.090 -3.197 4.387 0.3979
H -4.312 -5.482 3.436 0.3534
H -3.924 -5.818 1.006 0.4031
H -3.351 -3.932 -0.425 0.2970
H -5.579 -1.660 -0.740 0.1995
H -6.589 -2.609 -2.769 0.3967
H -5.156 -3.346 -4.650 0.3453
H -2.696 -3.070 -4.498 0.4051
H -1.692 -2.031 -2.494 0.1963
S -1.457 1.987 1.622 -0.5681
C -3.065 1.314 1.662 2.1745
C -3.937 2.139 2.469 -0.4283
N -4.620 2.803 3.113 -0.6410
C -3.633 0.260 1.022 -0.8527
S -0.829 -1.663 0.440 -0.5818
C -5.041 0.070 1.150 -0.2687
N -6.184 -0.081 1.185 -0.7408
F 1.810 1.437 3.792 -0.5745
Te 3.121 1.862 2.407 1.3101
F 4.239 2.829 1.078 -0.5177
F 2.553 3.610 2.755 -0.4144
F 4.403 2.225 3.839 -0.5124
F 1.456 -0.635 1.816 -0.7680
O 1.487 1.898 1.089 -0.3447
C 1.805 -1.873 4.752 -1.0095
C 0.528 -2.348 4.057 0.0148
C -0.500 -1.311 4.027 0.2142
N -1.320 -0.511 3.948 -0.4453
H 2.568 -2.650 4.698 0.3348
H 1.616 -1.641 5.801 0.3615
H 2.175 -0.973 4.270 0.0719
H 0.106 -3.229 4.544 0.4693
H 0.725 -2.601 3.015 -0.0082
```

HOMO energy   -2.369 eV
Charge   -2
Energy above the lowest of the compared OMol25 structures with the same formula, charge and spin   31.88 kcal/mol


Record 5
Below is a structure of composition C3H2O3Pt at a distorted geometry, with properties calculated with ωB97M-V with the def2-TZVPD basis set.

XYZ file:
```
9
Properties=species:S:1:pos:R:3:nbo_charge:R:1
O 1.048 0.810 -0.170 -0.5905
C -0.290 0.306 -1.125 -0.2209
C -1.588 0.327 -0.415 0.2281
O -1.506 0.506 0.864 -0.6517
Pt 0.255 0.439 1.447 0.7172
H -0.360 0.552 -2.190 0.2407
C 0.918 -0.448 -0.794 0.4970
O 0.752 -1.457 0.179 -0.7255
H 1.587 -1.922 0.284 0.5057
```

HOMO energy (spin up / spin down)   -7.447 / -7.989 eV
Charge   0
Spin multiplicity   3
Energy above the lowest of the compared OMol25 structures with the same formula, charge and spin   86.44 kcal/mol


Record 6
Below is a cluster of 5 separate species, C14H34Cl8N3OP in total at a distorted geometry, with properties calculated with ωB97M-V with the def2-TZVPD basis set.

XYZ file:
```
61
Properties=species:S:1:pos:R:3:nbo_charge:R:1
O 0.088 -1.137 1.293 -1.1144
P 0.585 -0.664 2.637 2.3561
N -0.178 -1.476 3.949 -0.8045
C 0.168 -2.929 4.284 -0.4021
C -1.461 -1.073 4.439 -0.4079
N 0.513 1.107 2.963 -0.7855
C 0.121 2.007 1.831 -0.3974
C 0.627 1.701 4.259 -0.4025
N 2.274 -0.912 2.866 -0.8110
C 3.032 -0.795 4.118 -0.3928
C 3.040 -1.228 1.703 -0.4117
H -0.667 -3.578 4.023 0.2043
H 0.538 -2.928 5.309 0.2004
H 0.989 -3.163 3.606 0.2138
H -2.184 -1.821 4.116 0.1974
H -1.716 -0.078 4.075 0.2081
H -1.477 -0.991 5.526 0.1858
H 0.227 3.051 2.126 0.2057
H 0.813 1.764 1.025 0.2044
H -0.933 1.879 1.582 0.1855
H 1.616 2.047 4.561 0.1824
H -0.094 2.517 4.306 0.1925
H 0.284 0.998 5.019 0.2041
H 2.618 -1.374 4.945 0.1977
H 3.995 -1.248 3.885 0.2033
H 3.212 0.223 4.464 0.1871
H 4.077 -0.991 1.941 0.2075
H 2.920 -0.526 0.878 0.1913
H 2.720 -2.171 1.262 0.2026
Cl 3.384 -0.143 -2.321 -0.0425
C 1.754 -0.809 -2.559 -0.3978
C 0.702 0.190 -1.963 -0.3720
Cl 0.857 1.713 -2.938 -0.0955
H 1.623 -1.718 -1.971 0.2249
H 1.683 -1.160 -3.588 0.2204
H 1.000 0.334 -0.925 0.2322
H -0.376 0.033 -1.971 0.2356
Cl -4.056 -2.791 -0.377 -0.0977
C -2.799 -1.665 0.374 -0.3650
C -3.352 -0.473 1.173 -0.3956
Cl -4.428 -1.206 2.415 -0.0621
H -2.047 -1.429 -0.378 0.2305
H -2.196 -2.361 0.956 0.2310
H -3.849 0.183 0.458 0.2270
H -2.593 0.183 1.600 0.2297
Cl -2.094 2.295 -5.736 -0.0277
C -3.282 1.674 -4.610 -0.4208
C -3.034 2.265 -3.285 -0.3440
Cl -3.752 1.125 -2.036 -0.1207
H -3.166 0.596 -4.503 0.2253
H -4.306 1.850 -4.939 0.2244
H -3.542 3.218 -3.138 0.2244
H -1.974 2.267 -3.033 0.2379
Cl 0.484 1.882 -8.100 -0.0732
C 1.035 0.922 -6.702 -0.3982
C 2.541 0.732 -6.618 -0.3987
Cl 3.321 2.165 -5.867 -0.0459
H 0.401 0.043 -6.818 0.2275
H 0.689 1.483 -5.833 0.2362
H 2.773 0.557 -7.669 0.2254
H 2.853 -0.168 -6.087 0.2246
```

HOMO energy   -8.506 eV
Charge   0
SMILES   CN(C)P(=O)(N(C)C)N(C)C.ClCCCl.ClCCCl.ClCCCl.ClCCCl


- What is the formula in the third record?
  CHO3Rb